1.
Below is 2 unconnected molecules or ions with the total composition C5H8 at a distorted geometry, with properties calculated with ωB97M-V/def2-TZVPD.

```
13
Properties=species:S:1:pos:R:3
H 1.77 -0.78 0.57
H 1.72 0.96 0.80
H 0.75 1.26 -1.40
C -1.16 -0.46 0.17
H 1.42 -0.32 -1.75
C 0.74 0.21 -1.07
C -0.21 -0.04 1.13
C 1.14 0.12 0.42
H -1.96 0.80 1.54
H -2.18 -0.40 0.59
H -1.15 -0.69 -2.00
C -0.65 -0.38 -1.09
H -0.30 -0.11 2.20
```

The net charge is 0. The value obtained for the HOMO energy (spin up / spin down) is -8.41 / -7.40 eV. The value obtained for the energy above the lowest of the compared OMol25 structures with the same formula, charge and spin is 428.9 kJ/mol. As for the spin multiplicity: 1. The value obtained for the total energy is -195.128682 Eh. The HOMO-LUMO gap (spin up / spin down) comes out at 8.5 / 7.5 eV. The calculation puts the LUMO energy (spin up / spin down) at 0.003 / 0.003 Eh.

---

2.
Below is a single C5H8 molecule at a distorted geometry, with properties calculated with ωB97M-V/def2-TZVPD.

```
13
Properties=species:S:1:pos:R:3
C 1.01 1.02 1.68
H 0.71 -1.51 -0.43
H -1.99 -0.89 -1.58
C 0.29 0.61 -0.58
H 1.99 1.51 1.29
H -1.50 -2.44 -0.64
C -1.22 -1.50 -1.22
C -0.08 -0.90 -0.92
C -0.04 0.75 0.90
H 1.11 0.58 2.83
H 1.36 0.99 -0.70
H -1.06 0.53 1.25
H -0.45 1.26 -1.10
```

The net charge is 0. The value obtained for the HOMO energy is -9.38 eV. The value obtained for the energy above the lowest of the compared OMol25 structures with the same formula, charge and spin is 263.1 kJ/mol. As for the spin multiplicity: 1. The value obtained for the total energy is -195.191817 Eh. The HOMO-LUMO gap comes out at 10.4 eV. The calculation puts the LUMO energy at 0.037 Eh.

---

3.
Below is a single C5H8 molecule at a distorted geometry, with properties calculated with ωB97M-V/def2-TZVPD.

```
13
Properties=species:S:1:pos:R:3
H 1.85 -1.42 -0.36
C -1.33 -0.04 -0.11
H 0.96 -1.15 1.22
C 0.13 0.00 -0.43
H -3.61 -0.10 0.20
C -2.55 0.00 0.07
C 0.84 -1.24 0.11
C 0.75 1.31 0.10
H 0.19 2.18 -0.22
H 0.66 1.23 1.17
H 0.16 -2.11 -0.05
H 1.80 1.38 -0.18
H 0.16 -0.03 -1.51
```

The net charge is 0. The value obtained for the HOMO energy is -9.88 eV. The value obtained for the energy above the lowest of the compared OMol25 structures with the same formula, charge and spin is 136.9 kJ/mol. As for the spin multiplicity: 1. The value obtained for the total energy is -195.239890 Eh. The HOMO-LUMO gap comes out at 11.0 eV. The calculation puts the LUMO energy at 0.041 Eh.

---

Please write out number 1 again, unchanged.
Below is 2 unconnected molecules or ions with the total composition C5H8 at a distorted geometry, with properties calculated with ωB97M-V/def2-TZVPD.

```
13
Properties=species:S:1:pos:R:3
H 1.77 -0.78 0.57
H 1.72 0.96 0.80
H 0.75 1.26 -1.40
C -1.16 -0.46 0.17
H 1.42 -0.32 -1.75
C 0.74 0.21 -1.07
C -0.21 -0.04 1.13
C 1.14 0.12 0.42
H -1.96 0.80 1.54
H -2.18 -0.40 0.59
H -1.15 -0.69 -2.00
C -0.65 -0.38 -1.09
H -0.30 -0.11 2.20
```

The net charge is 0. The value obtained for the HOMO energy (spin up / spin down) is -8.41 / -7.40 eV. The value obtained for the energy above the lowest of the compared OMol25 structures with the same formula, charge and spin is 428.9 kJ/mol. As for the spin multiplicity: 1. The value obtained for the total energy is -195.128682 Eh. The HOMO-LUMO gap (spin up / spin down) comes out at 8.5 / 7.5 eV. The calculation puts the LUMO energy (spin up / spin down) at 0.003 / 0.003 Eh.